<P>
2 unconnected molecules or ions with the total composition CH5N4. Source: OMol25; level of theory: ωB97M-V/def2-TZVPD.

Values from the calculation:
Total charge: +1
Highest occupied orbital energy (alpha / beta), hartree: -0.5649 / -0.5674
M, g mol⁻¹: 73.1
HOMO-LUMO gap (alpha / beta), eV: 7.572 / 10.483

Last column: natural (NBO) charge in e.
Positions of all 10 atoms, in Å:
C: 0.19 0.20 0.14  0.393
N: 1.48 0.67 0.12  -0.395
N: 1.21 -0.75 -0.06  -0.368
N: -0.98 0.47 0.74  -0.014
N: -1.00 0.29 -0.70  -0.503
H: 2.00 1.01 -0.71  0.420
H: 1.28 -1.29 0.78  0.375
H: -1.37 -1.13 2.25  0.163
H: -1.41 1.07 -1.25  0.457
H: -1.38 -0.55 -1.31  0.471

<Q>
A molecular structure, CH5N4. Source: OMol25; level of theory: ωB97M-V/def2-TZVPD.

Values from the calculation:
Total charge: +1
Highest occupied orbital energy, hartree: -0.5602
M, g mol⁻¹: 73.1
HOMO-LUMO gap, eV: 10.675

Last column: natural (NBO) charge in e.
Positions of all 10 atoms, in Å:
C: -1.63 -0.06 0.00  0.657
N: -0.58 -0.28 -0.46  -0.485
N: 2.43 0.29 0.56  -0.163
N: -2.82 0.24 0.45  -0.814
N: 2.18 -0.38 -0.40  -0.300
H: 3.38 0.68 0.64  0.350
H: 0.75 -0.40 -0.62  0.468
H: -3.27 1.12 0.30  0.460
H: 2.93 -0.60 -1.14  0.375
H: -3.37 -0.61 0.67  0.452

Stability order, top to bottom: <Q>, <P>

<P>
A single C5H13OP molecule. Source: OMol25; level of theory: ωB97M-V/def2-TZVPD.

Values from the calculation:
SMILES: CC(C)P(C)CO
Highest occupied orbital energy, hartree: -0.2996
M, g mol⁻¹: 120.1
HOMO-LUMO gap, eV: 9.053

Last column: natural (NBO) charge in e.
Positions of all 20 atoms, in Å:
C: -0.47 2.18 0.55  -0.626
C: 1.12 1.21 -1.28  -0.606
C: 0.04 -1.72 -1.13  -0.991
C: -0.99 -1.34 1.56  -0.205
C: 0.29 0.96 -0.01  -0.466
O: 0.16 -2.03 1.64  -0.708
P: -1.03 -0.39 -0.37  0.610
H: -0.32 3.06 -0.06  0.212
H: -1.53 2.05 0.65  0.214
H: -0.11 2.42 1.56  0.213
H: 0.37 1.32 -2.08  0.204
H: 1.81 0.43 -1.54  0.207
H: 1.67 2.04 -1.11  0.207
H: 0.12 -1.52 -2.30  0.249
H: -0.46 -2.63 -0.91  0.222
H: 1.13 -1.45 -0.75  0.237
H: -1.99 -1.80 1.67  0.167
H: -0.90 -0.55 2.21  0.173
H: 0.83 0.45 0.75  0.211
H: 0.28 -2.69 0.94  0.477

<Q>
2 unconnected molecules or ions with the total composition C5H13OP. Source: OMol25; level of theory: ωB97M-V/def2-TZVPD.

Values from the calculation:
Highest occupied orbital energy (alpha / beta), hartree: -0.2632 / -0.3078
M, g mol⁻¹: 120.1
HOMO-LUMO gap (alpha / beta), eV: 7.433 / 8.473

Last column: natural (NBO) charge in e.
Positions of all 20 atoms, in Å:
C: 0.94 -0.82 2.23  -0.627
C: 0.47 -2.27 0.17  -0.632
C: -0.47 3.02 0.10  -0.228
C: -0.93 0.01 -2.93  -0.607
C: 0.18 -0.88 0.90  -0.578
O: -0.11 1.74 0.64  -0.822
P: 0.58 0.59 -0.21  0.917
H: 0.49 -1.45 3.09  0.220
H: 2.02 -1.15 1.99  0.205
H: 1.04 0.22 2.58  0.214
H: -0.24 -2.20 -0.73  0.219
H: 0.50 -3.31 0.73  0.229
H: 1.51 -2.26 -0.20  0.200
H: -0.73 3.04 -0.93  0.186
H: 0.35 3.62 0.18  0.178
H: -1.21 3.37 0.72  0.191
H: -1.41 0.80 -3.51  0.169
H: -1.85 -0.43 -2.54  0.164
H: -0.18 -0.64 -3.37  0.180
H: -0.96 -0.97 1.07  0.223

Stability order, top to bottom: <P>, <Q>

<P>
A molecular structure, BrMn. Source: OMol25; level of theory: ωB97M-V/def2-TZVPD.

Values from the calculation:
Total charge: +1
Highest occupied orbital energy (alpha / beta), hartree: -0.5969 / -0.6328
Spin multiplicity: 6
M, g mol⁻¹: 134.8
Expectation value of S²: 8.760
HOMO-LUMO gap (alpha / beta), eV: 9.369 / 9.834

Last column: Mulliken spin population.
Positions of all 2 atoms, in Å:
Mn: -11.56 -9.65 -10.18  4.741
Br: -9.75 -9.87 -10.83  0.259

<Q>
A molecular structure, BrMn. Source: OMol25; level of theory: ωB97M-V/def2-TZVPD.

Values from the calculation:
Total charge: +1
Highest occupied orbital energy (alpha / beta), hartree: -0.5042 / -0.4560
Spin multiplicity: 6
M, g mol⁻¹: 134.8
Expectation value of S²: 8.777
HOMO-LUMO gap (alpha / beta), eV: 4.660 / 3.699

Last column: Mulliken spin population.
Positions of all 2 atoms, in Å:
Mn: -0.41 -1.93 0.32  4.584
Br: 0.41 1.93 -0.32  0.416

Stability order, top to bottom: <P>, <Q>

<P>
2 unconnected molecules or ions with the total composition C2H7OS. Source: OMol25; level of theory: ωB97M-V/def2-TZVPD.

Values from the calculation:
Total charge: -1
Highest occupied orbital energy, hartree: -0.0951
M, g mol⁻¹: 79.1
HOMO-LUMO gap, eV: 6.168

Last column: natural (NBO) charge in e.
Positions of all 11 atoms, in Å:
C: 0.81 -0.56 0.22  -0.802
S: 1.31 0.53 1.60  -0.145
H: -0.13 -0.14 -0.30  0.353
H: 1.55 -0.50 -0.58  0.189
H: 0.72 -1.59 0.54  0.190
H: 0.59 1.60 1.25  0.121
C: -2.08 -0.69 -1.88  -0.186
O: -1.27 0.24 -1.38  -0.947
H: -2.98 -0.30 -2.43  0.083
H: -1.61 -1.33 -2.68  0.066
H: -2.51 -1.46 -1.19  0.078

<Q>
2 unconnected molecules or ions with the total composition C2H7OS. Source: OMol25; level of theory: ωB97M-V/def2-TZVPD.

Values from the calculation:
Total charge: -1
Highest occupied orbital energy, hartree: -0.0797
M, g mol⁻¹: 79.1
HOMO-LUMO gap, eV: 5.603

Last column: natural (NBO) charge in e.
Positions of all 11 atoms, in Å:
C: 1.50 0.45 -0.89  -0.700
S: 2.96 1.28 -0.04  -0.169
H: 0.70 1.34 -0.93  0.236
H: 2.11 0.25 -1.78  0.176
H: 1.07 -0.56 -0.54  0.300
H: 2.35 1.49 1.20  0.130
C: -2.15 -0.80 0.60  -0.200
O: -0.79 -0.59 0.51  -1.001
H: -2.91 0.05 0.43  0.068
H: -2.41 -1.66 -0.12  0.075
H: -2.42 -1.25 1.57  0.084

<R>
A molecular structure, C2H7OS. Source: OMol25; level of theory: ωB97M-V/def2-TZVPD.

Values from the calculation:
Total charge: -1
Highest occupied orbital energy, hartree: -0.1118
M, g mol⁻¹: 79.1
HOMO-LUMO gap, eV: 7.339

Last column: natural (NBO) charge in e.
Positions of all 11 atoms, in Å:
O: 1.35 2.39 -0.75  -1.090
H: 1.32 2.32 0.21  0.423
C: -0.18 -1.55 0.25  -0.607
C: -0.57 -0.09 0.28  -0.513
S: -0.76 0.62 -1.38  -0.510
H: 0.06 -1.88 1.27  0.168
H: -0.96 -2.21 -0.12  0.194
H: 0.73 -1.73 -0.31  0.201
H: 0.07 0.51 0.92  0.178
H: -1.56 -0.01 0.72  0.179
H: 0.49 1.64 -1.10  0.378

<S>
2 unconnected molecules or ions with the total composition C2H7OS. Source: OMol25; level of theory: ωB97M-V/def2-TZVPD.

Values from the calculation:
Total charge: -1
Highest occupied orbital energy, hartree: -0.0831
M, g mol⁻¹: 79.1
HOMO-LUMO gap, eV: 6.276

Last column: natural (NBO) charge in e.
Positions of all 11 atoms, in Å:
O: 0.37 -1.15 -3.09  -1.039
H: -0.05 -0.66 -2.32  0.502
C: -0.61 -0.06 -0.54  -1.107
S: 0.82 0.04 0.43  0.110
C: 0.32 0.77 2.05  -0.791
H: -1.02 0.93 -0.81  0.157
H: -1.35 -0.72 -0.12  0.156
H: 0.87 -1.86 -2.64  0.447
H: -0.16 -0.01 2.67  0.181
H: 1.20 1.16 2.57  0.185
H: -0.39 1.55 1.79  0.199

Stability order, top to bottom: <R>, <S>, <P>, <Q>